1.
The following is a quantum chemistry calculation of C25H38IrP2 as an isolated structure, from the OMol25 dataset.

Last column: Mulliken charge in e.
Geometry (Å):
P -1.94749 2.04505 -1.47261  0.94
P -2.48666 -1.56555 -0.80489  0.64
C -3.21820 0.87310 -2.10600  -1.24
C -3.72192 -0.16713 -1.10698  -1.28
H -2.81447 0.39588 -3.01336  0.63
H -4.06539 1.49150 -2.44802  0.69
H -4.01211 0.25842 -0.13570  0.51
H -4.60269 -0.68724 -1.52834  0.61
C -2.92605 -2.64555 -2.26730  -1.26
H -2.31692 -3.56412 -2.22988  0.43
H -2.71135 -2.17853 -3.23769  0.42
H -3.99058 -2.91436 -2.24963  0.55
C -3.33639 -2.58363 0.47072  -1.03
H -4.21532 -3.09301 0.04771  0.41
H -3.66155 -1.95830 1.30934  0.46
H -2.65553 -3.34776 0.87784  0.38
C -1.81937 3.31103 -2.76415  -1.35
H -1.15576 4.11237 -2.40926  0.45
H -2.81769 3.73441 -2.95476  0.49
H -1.42628 2.88376 -3.69580  0.42
C -2.73821 2.91485 -0.09871  -1.45
H -3.09022 2.22433 0.68258  0.49
H -3.61095 3.45469 -0.50270  0.45
H -2.04365 3.65613 0.32530  0.44
Ir 1.05308 1.74789 1.36796  1.26
C -0.76110 -2.46084 -0.69535  -0.16
C 0.02996 -2.13890 -1.84292  -1.38
C -0.27439 -1.08905 -2.80116  -0.19
C 0.34926 0.26477 -2.40620  -1.07
C -0.37406 1.13816 -1.36561  0.99
C -0.37126 0.78717 0.17226  -1.77
C -0.71908 -0.44421 0.98576  -0.71
C -0.13982 -1.84527 0.60438  -0.97
C 1.82956 3.54062 1.62187  -1.22
H -0.94986 -3.54137 -0.56906  0.99
H 1.07998 -2.43770 -1.80493  0.40
H -1.32339 -0.91697 -3.07411  -0.12
H 0.19773 -1.37256 -3.75889  0.48
H 1.34946 0.07483 -1.99041  -0.11
H 0.45613 0.84929 -3.32988  0.53
H 0.23953 2.06856 -1.38861  0.52
H -0.88541 1.67589 0.69650  -0.16
H -1.82156 -0.46733 1.11483  0.56
H -0.32350 -0.23464 1.99245  0.87
H 0.95143 -1.73445 0.52330  0.22
H -0.32085 -2.50597 1.46859  0.39
H 2.04540 3.54944 2.71751  0.35
H 1.10368 4.33551 1.33438  0.31
H 2.77878 3.59486 1.04400  0.38
C 4.38711 -1.12137 4.69333  -0.60
C 3.27758 -0.26790 4.81894  -0.87
C 2.59328 0.17406 3.68384  -0.76
C 3.11201 -0.13628 2.41357  1.44
C 2.61734 0.45979 1.20677  0.16
C 3.21440 0.31587 -0.04653  -0.69
C 4.36847 -0.51195 -0.13807  -1.03
C 4.82833 -1.18527 0.98452  -0.76
C 4.28046 -0.97960 2.27667  0.78
C 4.87900 -1.48633 3.44718  -0.78
H 4.87037 -1.50165 5.59337  0.40
H 2.94252 0.07784 5.79844  0.41
H 1.68650 0.79380 3.73599  0.25
H 2.81336 0.86928 -0.89568  0.64
H 4.86728 -0.60829 -1.10525  0.44
H 5.69603 -1.84983 0.89052  0.39
H 5.75098 -2.13026 3.33800  0.42

Atoms 1-6, force components in eV/Å:
P -1.2556 -0.6762 -2.5973
P -2.3272 -4.9070 -1.2590
C -0.3346 0.5362 -0.0897
C 0.9868 0.4815 0.1104
H -0.1331 0.2033 0.2824
H 0.1751 -0.1962 0.1515

For the LUMO energy (spin up / spin down), the calculation gives -7.0 / -7.1 eV. For the energy above the lowest of the compared OMol25 structures with the same formula, charge and spin, the calculation gives 201.31 kJ/mol. The highest occupied orbital energy (spin up / spin down) comes out at -11.31 / -12.80 eV. The multiplicity is 6. As for the HOMO-LUMO gap (spin up / spin down): 4.302 / 5.659 eV. As for the expectation value of S²: 8.79. As for the net charge: +2. The total energy is -1761.532127 hartree.

---

2.
The following is a quantum chemistry calculation of C12H32MgO5 as an isolated structure, from the OMol25 dataset.

Last column: Mulliken charge in e.
Geometry (Å):
Mg 0.06795 -0.00457 -0.72072  0.78
C -1.26462 1.93550 2.42267  -1.30
C -1.24838 0.48928 1.97721  0.72
C -2.56298 0.15070 1.27517  -1.58
O -0.17376 0.23822 1.13178  -0.11
H -0.33682 2.21846 2.91926  0.29
H -2.09612 2.11093 3.11625  0.41
H -1.43422 2.58098 1.55706  0.29
H -1.18744 -0.14673 2.87843  0.24
H -2.75187 0.86327 0.46750  0.19
H -3.42720 0.17304 1.94597  0.49
H -2.51125 -0.85667 0.84989  0.27
C -3.46088 0.35355 -2.79164  -1.52
C -2.13096 -0.37781 -2.70556  1.01
C -1.67566 -0.84238 -4.08539  -1.45
O -1.16909 0.41570 -2.09602  -0.75
H -3.87345 0.53194 -1.79681  0.29
H -4.20643 -0.22935 -3.34767  0.38
H -3.35301 1.31381 -3.30046  0.33
H -2.32392 -1.28975 -2.08996  -0.05
H -1.70122 -0.01349 -4.79843  0.35
H -2.28953 -1.66699 -4.45493  0.38
H -0.63322 -1.17175 -4.04063  0.27
C 1.86396 0.34450 4.25336  -0.98
C 2.60535 -0.22139 3.04766  -0.01
O 2.37424 0.48963 1.85907  -0.50
H 2.11248 -0.23300 5.14623  0.41
H 0.78647 0.22129 4.10898  0.12
H 2.07783 1.40447 4.37345  0.23
H 2.33550 -1.28345 2.94083  0.05
H 3.68118 -0.17843 3.23522  0.39
H 1.40456 0.44351 1.66569  0.29
C 1.58032 -3.49927 0.65211  -1.15
C 1.55654 -2.69703 -0.64040  -0.10
O 0.30698 -2.01032 -0.84379  -0.31
H 2.48402 -3.30942 1.23192  0.32
H 1.49026 -4.56779 0.47202  0.35
H 0.76524 -3.18498 1.30882  0.28
H 1.70085 -3.37548 -1.48335  0.44
H 2.32707 -1.93293 -0.65650  0.10
H -0.42047 -2.63790 -0.89586  0.21
C 1.21709 2.89426 -1.00729  -1.06
C 1.84691 1.98736 -2.02953  -0.23
O 1.85640 0.63414 -1.52239  -0.48
H 0.24981 2.53187 -0.65196  0.19
H 1.03180 3.86882 -1.46459  0.40
H 1.87469 3.06542 -0.15476  0.31
H 2.86607 2.31498 -2.24458  0.40
H 1.29122 2.03311 -2.96945  0.26
H 2.47769 0.12212 -2.04390  0.20

Atoms 1-6, force components in eV/Å:
Mg -0.8162 0.2881 -0.1762
C -0.3526 0.2582 0.2512
C -0.3289 -0.1526 -0.1239
C -0.1744 -0.0945 0.0186
O 0.4019 -0.0232 -0.1372
H 0.0571 0.0025 -0.0666

For the LUMO energy, the calculation gives 0.1 eV. For the energy above the lowest of the compared OMol25 structures with the same formula, charge and spin, the calculation gives 0.00 kJ/mol. The highest occupied orbital energy comes out at -8.24 eV. The multiplicity is 1. As for the HOMO-LUMO gap: 8.375 eV. The total energy is -1052.782414 hartree.

---

3.
The following is a quantum chemistry calculation of a 10-piece molecular cluster, C33H93N13O11 overall, from the OMol25 dataset.

Last column: Mulliken charge in e.
Geometry (Å):
C -1.49300 -24.69105 -5.45098  -0.39
O -0.91536 -24.48392 -4.14838  -0.51
C -1.61570 -23.48940 -3.44109  -0.07
C -1.24684 -22.05202 -3.84420  0.74
C 0.28827 -21.87067 -3.80902  -1.61
N -1.95733 -21.23903 -2.85184  0.46
H -1.37348 -23.75918 -5.98592  0.28
H -2.53375 -24.88715 -5.33220  -0.04
H -1.00300 -25.59630 -5.80677  0.35
H -2.69451 -23.59043 -3.65892  -0.06
H -1.44737 -23.65205 -2.38913  0.38
H -1.70502 -21.83686 -4.81650  -0.26
H 0.51527 -20.81697 -3.90457  0.45
H 0.84829 -22.30844 -4.67089  0.32
H 0.73529 -22.18120 -2.86808  0.30
H -1.56177 -21.43046 -1.97193  0.02
H -1.80544 -20.26402 -2.96903  -0.30
C -1.77957 -17.64778 -4.65684  -0.97
O -2.42099 -18.15539 -3.53103  -0.05
C -3.10538 -17.20419 -2.64150  -1.45
C -3.41212 -18.04254 -1.38875  1.47
C -4.51732 -17.22003 -0.57408  -0.81
N -2.22695 -18.31300 -0.62638  -0.63
H -0.87399 -17.07765 -4.41739  0.30
H -2.47279 -17.00799 -5.16791  0.41
H -1.47914 -18.49527 -5.37956  0.15
H -2.53413 -16.34598 -2.41508  0.50
H -4.01353 -16.85845 -3.18254  0.41
H -3.97376 -18.86655 -1.77579  -0.18
H -5.04030 -16.63937 -1.33319  0.37
H -4.19909 -16.60456 0.27295  0.42
H -5.28501 -17.81009 -0.11666  -0.37
H -1.41151 -18.52801 -1.22325  0.25
H -2.31475 -19.01802 0.04215  0.14
C -9.05810 -25.31565 -2.47255  -0.80
O -7.76901 -25.13638 -3.01675  0.15
C -7.25350 -26.28080 -3.56177  -0.99
C -5.84495 -26.67596 -2.99823  0.30
C -5.74396 -26.89815 -1.52457  -1.10
N -4.90375 -25.60436 -3.24821  -0.36
H -9.79379 -25.49701 -3.25551  0.34
H -9.16642 -24.35325 -2.02210  -0.07
H -9.07986 -26.06732 -1.66367  0.42
H -7.84855 -27.16127 -3.27941  0.49
H -7.29294 -26.36613 -4.68883  0.10
H -5.61354 -27.57290 -3.62944  0.36
H -5.48314 -25.97621 -0.97131  -0.08
H -4.84253 -27.57199 -1.48269  0.40
H -6.53209 -27.36981 -0.96498  0.47
H -4.00079 -25.82029 -2.90001  0.18
H -4.94014 -25.40978 -4.23637  -0.05
C -13.42084 -23.13579 2.02615  -0.75
O -12.34561 -23.39715 1.09138  -0.33
C -11.16827 -23.80853 1.74306  -0.84
C -10.13896 -24.12025 0.66844  0.44
C -8.91646 -24.98261 1.07868  -1.39
N -9.56767 -23.02300 -0.06208  -0.11
H -13.70900 -23.98133 2.66303  0.30
H -14.26718 -22.90122 1.38153  0.26
H -13.23082 -22.27695 2.70845  0.28
H -10.74797 -23.09574 2.45998  0.32
H -11.41782 -24.66227 2.40497  0.44
H -10.74358 -24.72182 -0.06673  0.40
H -9.14179 -25.92950 1.51042  0.64
H -8.39196 -24.60125 1.92666  0.34
H -8.24641 -25.23609 0.24541  -0.03
H -10.22475 -22.55629 -0.65319  0.30
H -9.19639 -22.33708 0.57640  -0.24
C -10.39285 -17.42218 -4.74826  -0.77
O -9.49931 -17.60344 -3.66480  -0.32
C -9.61385 -18.86805 -3.15874  -0.94
C -8.51832 -19.07427 -2.13652  0.39
C -7.09930 -19.04046 -2.73753  -0.72
N -8.75464 -20.42324 -1.54179  -0.22
H -10.26413 -16.38259 -5.19181  0.23
H -11.44238 -17.53740 -4.47883  0.29
H -10.04358 -18.11664 -5.49461  0.35
H -10.51539 -19.07331 -2.58129  0.41
H -9.51829 -19.55244 -3.96508  0.36
H -8.54675 -18.29523 -1.37180  0.41
H -7.03926 -19.67360 -3.69749  0.12
H -6.39355 -19.33394 -1.91717  -0.09
H -6.92480 -18.01217 -3.11804  0.42
H -8.37490 -21.18814 -2.09554  0.15
H -8.22496 -20.47216 -0.69467  -0.09
C -4.10875 -20.66979 -6.04244  -0.57
O -5.16196 -21.42037 -6.65830  -0.47
C -5.02322 -22.80351 -6.26644  0.28
C -5.98743 -23.61939 -6.99437  0.38
C -7.37549 -23.32742 -6.52241  -1.34
N -5.67529 -25.01447 -6.84321  -0.43
H -3.15287 -21.00431 -6.51003  0.35
H -4.03591 -20.78475 -4.96332  0.10
H -4.18495 -19.58972 -6.10844  0.34
H -4.04628 -23.17645 -6.59258  0.12
H -5.12087 -22.96115 -5.14681  -0.26
H -6.00559 -23.34818 -8.05303  0.20
H -8.18170 -23.97689 -6.92309  0.39
H -7.56925 -22.25797 -6.61398  0.43
H -7.59400 -23.58605 -5.42932  0.07
H -4.85918 -25.30608 -7.36875  0.20
H -6.41826 -25.71122 -6.91728  0.22
C -0.51801 -25.93789 1.75030  -0.72
O -1.85049 -25.84183 2.34018  -0.44
C -2.91593 -25.90554 1.36525  -0.03
C -4.22136 -25.76482 2.19172  -0.61
N -4.12679 -24.51722 2.90063  0.19
C -5.33788 -24.22341 3.58825  -0.06
C -5.41638 -22.73355 3.93404  -0.32
O -4.64242 -22.41845 5.15371  -0.46
C -4.17913 -21.11067 5.27562  -0.52
H 0.11653 -25.57844 2.53098  0.27
H -0.46901 -25.18923 0.89418  0.21
H -0.35199 -26.96492 1.45764  0.31
H -2.85271 -26.81234 0.74402  0.58
H -2.68814 -25.00750 0.75458  -0.21
H -4.26189 -26.64884 2.85141  0.34
H -5.09205 -25.84037 1.47156  0.05
H -3.29528 -24.55767 3.48286  0.22
H -5.59183 -24.86182 4.40303  0.41
H -6.15041 -24.24865 2.82539  -0.38
H -6.40723 -22.36501 4.12126  0.63
H -5.02649 -22.20494 3.10780  -0.15
H -5.06802 -20.43112 5.23078  0.25
H -3.48244 -20.85748 4.44999  0.15
H -3.61246 -20.99635 6.23329  0.24
N -2.80507 -22.08587 1.29310  0.42
C -1.41880 -21.92513 1.03341  0.32
N -0.59581 -22.61584 1.94841  -0.49
O -0.94339 -21.04104 0.33736  -0.64
H -3.40221 -21.49401 0.70055  -0.35
H -3.13409 -22.84843 1.84425  0.18
H 0.35481 -22.78697 1.61333  0.36
H -0.95453 -23.46808 2.32542  0.14
N -8.45820 -19.21586 2.49461  -0.57
C -7.57906 -20.11039 2.02125  0.45
N -6.47599 -19.62078 1.43286  0.11
O -7.85429 -21.31276 1.98075  -0.60
H -9.35757 -19.53995 2.81606  0.26
H -8.52633 -18.38301 1.91750  0.20
H -5.94830 -20.24770 0.84504  -0.02
H -6.26977 -18.62470 1.56071  0.16
N -6.36048 -23.27526 -0.39874  1.89
C -5.41812 -22.39816 -0.90204  -1.36
N -4.76195 -22.72745 -2.03511  2.39
O -5.19147 -21.30089 -0.34219  -0.02
H -6.77934 -23.87252 -1.12750  -0.77
H -7.03580 -22.99579 0.27771  -0.50
H -4.86502 -23.66265 -2.33300  -0.68
H -4.02636 -22.12698 -2.32771  -0.64

Atoms 1-6, force components in eV/Å:
C 1.1721 0.0211 1.6680
O -0.2681 -0.3692 -0.2484
C -0.5544 0.2329 -1.2090
C 0.3983 -0.4885 0.8895
C 0.0164 0.3823 -1.2454
N -0.5269 -0.5739 -1.0657

For the LUMO energy, the calculation gives 0.5 eV. Its structure (SMILES) is COC[C@H](C)N.COC[C@H](C)N.COC[C@H](C)N.COC[C@H](C)N.COC[C@H](C)N.COC[C@H](C)N.COCCNCCOC.NC(N)=O.NC(N)=O.NC(N)=O. For the energy above the lowest of the compared OMol25 structures with the same formula, charge and spin, the calculation gives 87.46 kJ/mol. The highest occupied orbital energy comes out at -8.52 eV. The multiplicity is 1. As for the HOMO-LUMO gap: 9.062 eV. The total energy is -2852.509585 hartree.

---

Look up the multiplicity of the third one.
1

---

Which of these has the lowest energy above the lowest of the compared OMol25 structures with the same formula, charge and spin?
C12H32MgO5

---

What is the energy above the lowest of the compared OMol25 structures with the same formula, charge and spin in the first record?
201.31 kJ/mol

---

Look up the multiplicity of the second one.
1